No. 1
C35H43Ge2N2O4PRuS2 as an isolated structure at a distorted geometry. Source: the Open Molecules 2025 dataset; level of theory: wB97M-V/def2-TZVPD.

Values from the calculation:
- Relative energy (zero: lowest compared OMol25 entry of this formula, charge and spin): 49.41 kcal/mol
- Gap between HOMO and LUMO (alpha / beta): 6.350 / 7.283 eV
- Largest force on an atom: 2.3 eV Å⁻¹
- Highest occupied orbital energy (alpha / beta): -3.979 / -5.155 eV
- <S²>: 0.762

Structure (ORCA input):
```
! wB97M-V def2-TZVPD RIJCOSX def2/J DEFGRID3
* xyz -1 2
Ru 0.3647 -0.0948 1.5597
Ge -1.7689 0.6621 0.6521
Ge 1.3373 2.2494 0.6809
S 1.0705 -1.1914 -0.4199
S 3.8953 -2.8454 0.6699
P 2.6716 -2.3524 -0.7858
O -0.1449 0.9089 3.3709
O -1.0118 0.6034 5.4174
O -2.0101 -1.3218 6.7233
O -2.3124 -3.5060 6.3674
N -0.2520 -1.7043 2.7855
N -1.1123 -3.3790 3.8776
C 2.9222 -4.8515 -1.9622
C -3.3843 4.9044 -2.4706
C 2.0138 -3.8483 -1.6255
C -3.8876 2.5675 -1.1024
C -0.2903 2.8880 -0.2072
C 4.8623 -1.1158 -2.0189
C 2.4873 -6.0165 -2.5703
C 5.5013 -0.4356 -3.0492
C 1.5314 5.1697 1.3727
C -2.3686 4.2711 -1.7773
C -1.2640 -2.2801 4.6886
C -4.9138 3.1970 -1.7943
C 2.6357 3.3941 -1.7833
C 4.8147 -0.1340 -4.2138
C -4.6687 4.3717 -2.4835
C 2.8424 -1.1775 -3.3219
C -0.5073 -3.0047 2.7314
C -3.7225 -0.8404 -1.2228
C 3.4801 -0.5029 -4.3480
C 1.1367 -6.1961 -2.8456
C 1.6775 3.7543 1.9271
C -4.4939 1.2287 1.9745
C -0.7300 -1.2453 3.9909
C 0.6657 -4.0319 -1.9048
C -3.0226 0.8726 2.1831
C -2.3554 -0.8313 -0.5383
C 3.5340 -1.4920 -2.1529
C 2.0982 0.7657 1.8324
C -1.5201 2.3757 -0.3101
C 2.6124 2.1968 -0.8356
C -0.1700 -3.9288 1.6238
C -1.9117 -2.4179 6.0104
C -0.6230 0.2046 4.3026
C 0.2292 -5.2036 -2.5121
C -2.5955 3.0833 -1.0702
H 0.5192 5.3553 1.0086
H -4.0989 1.6521 -0.5703
H -3.1735 5.8216 -3.0073
H 1.7386 5.9202 2.1408
H -2.5519 1.6145 2.8316
H -2.2611 -1.7178 0.1007
H 1.6618 3.5522 -2.2518
H 2.9076 4.3196 -1.2729
H 3.3585 3.2443 -2.5903
H -4.6107 2.2162 1.5275
H -5.9061 2.7625 -1.7907
H -1.0744 -4.3230 1.1559
H 2.6787 3.6070 2.3400
H 0.9775 3.5964 2.7530
H -1.6084 -0.5193 6.2280
H 3.9712 -4.7154 -1.7273
H 2.2112 1.0739 2.8680
H -5.0250 1.2423 2.9306
H 0.7960 -7.1079 -3.3205
H -1.3799 4.7089 -1.7921
H 5.3820 -1.3572 -1.0996
H -0.8248 -5.3376 -2.7228
H 2.9358 -0.2544 -5.2505
H -0.0380 -3.2513 -1.6405
H -5.0093 0.5110 1.3323
H -3.8113 -0.0401 -1.9577
H 0.4024 -3.3857 0.8773
H 1.7965 -1.4458 -3.4144
H 6.5366 -0.1385 -2.9370
H 3.6081 2.0246 -0.4175
H -5.4635 4.8688 -3.0253
H 3.2005 -6.7909 -2.8240
H -0.0696 3.8509 -0.6687
H -1.5601 -0.9219 -1.2811
H 2.9214 0.2677 1.3253
H -3.8814 -1.7839 -1.7546
H -2.9544 -0.0784 2.7240
H -1.4136 -4.3018 4.1493
H -4.5444 -0.7316 -0.5121
H 0.4274 -4.7663 1.9859
H 2.3546 1.2912 -1.3920
H 5.3145 0.3907 -5.0188
H 2.2173 5.3573 0.5453
*
```

The net atomic charges from Mulliken, expressed in e, are: Ru 0.06; Ge 1.52; Ge 1.63; S -0.21; S -0.46; P 0.90; O -0.51; O -0.91; O -0.57; O -0.67; N 0.03; N -0.06; C -0.66; C -0.80; C 0.15; C 0.23; C -1.52; C -0.42; C -0.58; C -0.58; C -1.10; C -0.41; C 0.28; C -1.47; C -1.30; C -0.44; C -0.42; C -0.27; C -0.02; C -1.14; C -0.66; C -0.43; C -0.87; C -1.15; C -0.40; C 0.13; C -0.51; C -0.23; C 0.08; C -1.47; C 0.49; C -0.39; C -0.83; C 0.49; C 0.93; C -0.78; C 0.46; H 0.24; H 0.60; H 0.40; H 0.40; H 0.36; H 0.00; H 0.26; H 0.26; H 0.41; H 0.31; H 0.37; H 0.30; H 0.47; H 0.29; H 0.41; H 0.34; H 0.66; H 0.41; H 0.36; H 0.39; H 0.36; H 0.42; H 0.39; H 0.43; H 0.20; H 0.31; H -0.32; H 0.39; H 0.38; H 0.41; H 0.38; H 0.38; H 0.26; H 0.15; H 0.52; H 0.39; H 0.16; H 0.25; H 0.21; H 0.47; H -0.14; H 0.38; H 0.22

No. 2
C39H84Cl2O24P2 as an isolated structure at a distorted geometry. Source: the Open Molecules 2025 dataset; level of theory: wB97M-V/def2-TZVPD.

Values from the calculation:
- Relative energy (zero: lowest compared OMol25 entry of this formula, charge and spin): 109.08 kcal/mol
- Gap between HOMO and LUMO: 9.893 eV
- Largest force on an atom: 7.7 eV Å⁻¹
- Highest occupied orbital energy: -9.479 eV

Structure (ORCA input):
```
! wB97M-V def2-TZVPD RIJCOSX def2/J DEFGRID3
* xyz 0 1
Cl -1.1165 -6.8412 -1.7729
Cl -2.1756 -4.9242 0.1725
P -2.3142 -0.1389 4.2185
P -3.1815 4.3695 -0.9177
O 5.1615 -0.3353 -1.5664
O -2.0325 2.8329 -4.6332
O 5.6518 -2.6277 4.9706
O -4.0976 4.9974 -2.0345
O -0.5386 -0.9751 -0.1255
O -2.3453 -0.9010 2.8601
O -6.1275 -2.1643 -0.4840
O -3.9774 2.0788 -5.4457
O 1.9537 2.8680 -2.7069
O 3.4935 1.8431 2.3668
O -1.8176 -1.2655 5.2198
O -8.2876 -1.6830 -0.7407
O 0.4542 4.1760 -1.6978
O -3.5445 0.5279 4.6456
O -1.5907 -2.1308 -1.7289
O 7.4062 -1.2610 4.7338
O -2.6483 3.0455 -1.2268
O -4.1101 4.4222 0.3502
O 3.5599 2.5993 0.2536
O 1.5888 -5.6454 -0.3653
O 3.8417 -2.1213 -1.8505
O 3.0882 -6.7208 0.8816
O -2.1028 5.4997 -0.8044
O -1.0646 0.8053 4.0294
C -1.5707 -1.2247 -0.9371
C -4.8872 -3.6400 -1.8994
C 6.0143 -1.0255 -0.6494
C 5.2577 -2.4289 3.6477
C 3.2866 -0.0667 -2.9387
C 4.2398 -1.3188 3.5105
C 2.5947 -5.0153 -1.1809
C 0.8779 3.0121 -2.2028
C 1.7447 -1.3072 0.5013
C 1.9542 -4.6286 -2.4949
C -6.0054 -2.6421 -1.8243
C 1.4865 2.6979 1.3290
C -1.6322 -5.1739 -1.5271
C -3.7710 2.2393 -3.1089
C -7.2869 -1.6630 -0.0842
C -1.0553 2.0652 4.7538
C -3.2002 -1.9945 2.6514
C -3.7992 3.7188 1.5609
C 5.7533 3.5859 0.6150
C -0.1616 1.9559 -1.9785
C 4.1319 -0.9800 -2.1150
C -0.8017 5.1755 -0.1936
C 0.5404 -1.9035 -0.1963
C -7.1918 -1.0308 1.2741
C 1.8413 5.7459 -0.5804
C 7.2325 -2.5441 6.7422
C -2.6435 -0.1915 -0.8415
C 4.9826 2.3783 0.1882
C -3.1401 2.4389 -4.4680
C -4.3594 1.3275 -7.6848
C 1.2513 5.3183 -1.9070
C 7.3798 -0.3949 -0.6616
C -5.3296 4.3476 -2.2693
C 1.9492 -6.5138 0.5851
C -2.2460 -1.3278 6.5912
C 6.7812 -2.0413 5.3974
C 2.9335 2.2600 1.3847
C -3.4780 2.1895 -6.8105
C 0.7567 -7.0945 1.3013
H -5.8059 -1.8050 -2.5042
H 0.6284 6.0702 -2.3775
H 3.3440 -1.5293 4.0996
H -0.0422 1.5627 -0.9662
H 0.2552 -7.9014 0.7783
H -4.6157 0.3525 -7.2847
H 2.9659 -4.1418 -0.6430
H -3.7387 4.4201 2.3886
H -2.4843 -4.9289 -2.1409
H -5.1558 -4.5454 -1.3596
H -2.4294 1.8900 -6.8017
H 2.6636 -1.7744 0.1601
H -2.3385 -2.3759 6.8533
H 5.4373 3.8317 1.6303
H 3.8754 -1.1345 2.4997
H 2.1314 5.1014 -2.5133
H 8.0011 -0.9647 0.0330
H 6.4987 -2.3090 7.5118
H 3.4515 -5.6769 -1.3139
H 2.3125 6.7338 -0.6300
H 6.8270 3.4022 0.6442
H -3.5300 3.2486 -7.0585
H 2.7364 0.4112 -2.1091
H 0.0933 -6.2779 1.5745
H 1.0849 5.8384 0.2029
H -2.7615 0.1222 0.1933
H 6.0469 -2.0933 -0.8594
H 0.9895 2.1253 0.5354
H -2.5031 0.6868 -1.4649
H -0.9606 4.7155 0.7791
H 0.9559 2.4401 2.2332
H 1.7365 -1.4589 1.5850
H -8.1992 -0.8274 1.6173
H -5.3152 3.2870 -2.0000
H -0.2970 6.1278 -0.1025
H -2.8403 3.1982 1.5006
H 1.7008 -0.2289 0.3342
H 4.6897 -0.3835 3.8494
H 7.4226 0.6730 -0.4683
H -6.1548 4.7893 -1.7041
H -6.6582 -1.6739 1.9746
H 7.8548 -0.5418 -1.6384
H -4.5594 2.9628 1.7329
H -6.9669 -3.0291 -2.1717
H 2.5337 -0.5960 -3.5095
H -1.8465 2.1090 5.5024
H 8.1286 -1.9675 6.9604
H 5.1956 1.5279 0.8372
H 2.7161 -4.3017 -3.1956
H 1.4858 3.7452 1.0397
H 3.7939 0.7340 -3.4592
H -5.5842 4.4223 -3.3247
H 4.8267 -3.3609 3.2610
H -1.2583 2.8540 4.0334
H -3.5447 1.2547 -2.7072
H 2.6382 5.0643 -0.2817
H 6.0606 -2.3023 2.9146
H 5.1461 2.0868 -0.8450
H -0.0839 2.1476 5.2295
H 1.1587 -7.5152 2.2244
H 5.5627 -0.9283 0.3457
H -5.3053 1.8770 -7.7695
H 1.5010 -5.5206 -2.9404
H -3.9492 1.2603 -8.6902
H 1.1474 -3.9256 -2.3071
H -3.4194 -2.5333 3.5734
H -3.1699 -0.7688 6.7091
H -1.1573 2.3522 -2.1295
H -4.8501 2.3626 -3.1800
H -4.1405 -1.6875 2.1918
H 5.5933 4.4251 -0.0614
H -3.3800 3.0170 -2.4540
H -6.6140 -0.1066 1.2208
H -0.3245 4.4749 -0.8744
H -4.0030 -3.1825 -1.4586
H -0.7682 -4.5396 -1.6339
H 7.4549 -3.6051 6.7038
H 0.8085 -2.0513 -1.2438
H -4.7288 -3.8284 -2.9608
H -0.0174 1.1269 -2.6704
H -2.7165 -2.6914 1.9655
H 0.2257 -2.8618 0.2193
H -1.4442 -0.8898 7.1871
H -3.5749 -0.7018 -1.1025
*
```

Atomic partial charges in e from the Mulliken method, atoms 1 to 99: Cl -0.16; Cl -0.25; P 0.22; P -0.32; O -0.29; O -0.59; O -0.35; O -0.36; O 0.35; O 0.44; O -0.14; O -0.28; O -0.62; O -0.63; O -0.25; O -0.58; O -0.13; O -0.80; O -0.64; O -0.55; O 0.90; O -0.27; O 0.07; O -0.09; O -0.56; O -0.59; O -0.50; O 0.23; C 0.51; C -0.36; C 0.14; C -0.45; C -0.58; C -0.27; C -0.27; C 0.35; C -0.48; C -0.77; C -0.73; C 0.42; C 1.27; C 0.43; C 0.72; C -0.78; C -0.60; C -0.38; C -1.46; C 0.85; C 0.70; C -0.92; C -0.18; C -0.90; C -0.73; C -1.05; C 1.14; C 0.12; C 0.35; C -1.17; C -0.57; C -1.33; C -0.80; C 0.65; C -0.78; C 0.77; C 0.26; C -0.28; C -0.92; H 0.22; H 0.23; H 0.36; H -0.33; H 0.25; H 0.31; H 0.13; H 0.34; H 0.24; H 0.33; H 0.32; H 0.01; H 0.25; H 0.31; H -0.31; H 0.59; H 0.42; H 0.29; H 0.55; H 0.47; H 0.41; H 0.31; H -0.26; H 0.18; H 0.24; H -0.04; H 0.54; H -0.68; H -1.40; H 0.41; H 0.10; H 0.57

No. 3
A 2-piece molecular cluster, C3H2O overall at a distorted geometry. Source: the Open Molecules 2025 dataset; level of theory: wB97M-V/def2-TZVPD.

Values from the calculation:
- Relative energy (zero: lowest compared OMol25 entry of this formula, charge and spin): 182.96 kcal/mol
- Gap between HOMO and LUMO (alpha / beta): 8.611 / 6.986 eV
- Largest force on an atom: 9.9 eV Å⁻¹
- Highest occupied orbital energy (alpha / beta): -9.927 / -8.995 eV

Structure (ORCA input):
```
! wB97M-V def2-TZVPD RIJCOSX def2/J DEFGRID3
* xyz 0 1
O 1.1461 -0.7114 0.3440
C -1.6131 0.7892 -1.8463
C -0.9902 0.7247 -0.8559
C 0.2180 -0.0691 0.9197
H 0.8173 -0.8577 -0.5801
H 0.4218 0.1244 2.0186
*
```

The net atomic charges from natural (NBO), expressed in e, are: O -0.58; C -0.09; C -0.43; C 0.40; H 0.55; H 0.16

No. 4
The molecule C8H9BrFP at a distorted geometry. Source: the Open Molecules 2025 dataset; level of theory: wB97M-V/def2-TZVPD.

Values from the calculation:
- Gap between HOMO and LUMO (alpha / beta): 6.526 / 5.475 eV
- Largest force on an atom: 6.9 eV Å⁻¹
- Highest occupied orbital energy (alpha / beta): -6.131 / -8.179 eV
- <S²>: 2.026

Structure (ORCA input):
```
! wB97M-V def2-TZVPD RIJCOSX def2/J DEFGRID3
* xyz 0 3
Br 3.6114 0.4284 -0.0987
P 0.2347 0.3727 0.0176
F 3.1395 -2.4449 0.0254
C 1.9718 -0.4675 0.0933
C 0.2109 1.3354 1.5630
C -1.4985 -0.2737 -0.1097
C 1.8805 -1.7662 0.1285
C 0.8076 -2.7433 0.2400
C 0.3726 1.7030 -1.2615
C -0.5710 -2.7098 0.2367
C -1.5830 -1.6051 0.1232
H 1.1769 1.4671 -1.9889
H -2.5877 -2.0929 0.3318
H 1.3103 -3.5649 0.7046
H 0.0566 0.5910 2.4820
H -1.1282 -3.5120 0.6374
H 1.1337 1.8540 1.5305
H -0.6318 2.0033 1.4966
H -0.5211 2.0327 -1.8278
H 0.7170 2.6089 -0.6988
*
```

The net atomic charges from natural (NBO), expressed in e, are: Br 0.13; P 1.32; F -0.37; C -0.47; C -0.93; C -0.43; C 0.28; C -0.18; C -0.95; C -0.28; C -0.28; H 0.25; H 0.21; H 0.23; H 0.26; H 0.21; H 0.23; H 0.25; H 0.27; H 0.24